1.
The following is a quantum chemistry calculation of a 2-piece molecular cluster, C44H46N3O4PS2 overall at a distorted geometry, from OMol25.

Geometry as XYZ:
```
100
Properties=species:S:1:pos:R:3:forces:R:3
C -2.170121 5.002567 -4.774988 0.06 0.01 0.00
N -1.647079 4.871079 -3.432723 -0.24 0.60 -0.23
C -1.525326 6.142772 -2.746630 -0.18 -0.10 -0.02
C -1.358866 3.676537 -2.831241 0.33 -0.77 0.32
C -1.179582 3.615077 -1.422081 -0.05 -0.07 -0.35
C -0.697417 2.467641 -0.820165 0.08 -0.28 -0.46
C -0.337983 1.341402 -1.588250 -0.44 0.04 -0.11
P 0.492620 -0.045761 -0.714709 0.48 0.24 -0.26
C 1.227091 -0.948333 -2.144021 0.08 -0.39 0.06
C 2.368932 -0.510044 -2.837907 -0.48 -0.11 -0.16
C 2.748829 -1.088910 -4.037227 -0.12 -0.36 -0.02
C 2.049011 -2.207110 -4.556872 -0.44 0.32 0.64
N 2.361143 -2.705057 -5.790751 0.05 -0.20 -0.59
C 1.947108 -4.000466 -6.286957 0.04 0.04 -0.08
C 3.263892 -2.021869 -6.690843 0.12 -0.05 0.11
C 0.986546 -2.744385 -3.775819 0.41 0.24 -0.27
C 0.587971 -2.120032 -2.602678 0.43 0.56 -0.06
C 1.984764 0.862509 -0.148248 0.16 0.13 0.26
C 2.714090 0.317410 0.927292 -0.02 0.53 -0.49
C 3.952047 0.828034 1.290513 0.14 0.33 -0.38
C 4.542291 1.888130 0.544366 -0.70 -0.47 -0.10
N 5.830125 2.288645 0.766477 0.61 0.10 0.08
C 6.526434 3.177610 -0.136819 -0.12 0.12 0.07
C 6.591302 1.987434 1.960632 0.06 0.05 -0.03
C 3.772542 2.481518 -0.489749 0.06 -0.13 0.30
C 2.512524 1.993499 -0.805867 0.12 -0.47 0.26
C -0.645419 1.345588 -2.961569 0.03 0.32 0.59
C -1.174742 2.477357 -3.574870 -0.01 0.52 0.39
H -2.494323 4.041508 -5.180000 -0.01 0.23 0.12
H -3.028986 5.690545 -4.755931 0.09 -0.23 -0.07
H -1.423735 5.439128 -5.455805 -0.07 -0.12 0.05
H -0.994178 6.034929 -1.799798 -0.05 0.11 -0.29
H -0.973023 6.854688 -3.377229 -0.10 -0.14 0.10
H -2.523062 6.565707 -2.550838 0.20 0.04 0.08
H -1.415440 4.480003 -0.803740 0.03 -0.34 -0.15
H -0.564341 2.463235 0.263857 0.05 -0.06 -0.27
H 2.977263 0.310606 -2.465072 -0.29 -0.09 -0.03
H 3.593368 -0.665004 -4.580826 -0.18 -0.24 0.29
H 1.282829 -4.517766 -5.592860 0.20 0.11 -0.20
H 1.434938 -3.869771 -7.252709 -0.01 -0.16 0.23
H 2.833207 -4.631024 -6.467791 -0.22 0.03 0.09
H 3.263633 -0.944551 -6.510280 -0.08 -0.19 -0.15
H 4.296314 -2.389421 -6.589204 -0.06 0.09 -0.04
H 2.939279 -2.211397 -7.721964 0.08 0.10 0.18
H 0.446990 -3.618975 -4.126580 0.06 0.18 0.16
H -0.242831 -2.536456 -2.033647 0.09 0.10 -0.14
H 2.308434 -0.538035 1.466816 0.07 0.17 -0.09
H 4.496966 0.373996 2.113432 -0.19 0.03 -0.20
H 6.146293 3.081908 -1.156434 0.18 -0.06 0.15
H 6.429043 4.229723 0.170214 0.03 -0.05 -0.09
H 7.593203 2.920646 -0.126797 -0.20 0.06 -0.07
H 6.058129 1.316375 2.636178 0.17 0.21 -0.17
H 7.547793 1.526259 1.671449 -0.19 -0.01 0.19
H 6.825299 2.919297 2.500964 -0.07 -0.22 -0.01
H 4.169968 3.322820 -1.059163 -0.20 -0.23 0.27
H 1.964459 2.483141 -1.613765 0.05 -0.25 0.25
H -0.436041 0.470497 -3.573275 0.00 0.11 0.13
H -1.390295 2.458438 -4.641278 0.17 -0.02 0.25
C 1.370592 -5.082121 3.952093 -0.17 0.30 0.08
C 0.233443 -5.188312 4.765218 0.13 0.22 -0.13
C -0.614919 -4.090324 4.939210 -0.06 0.06 -0.23
C -0.324624 -2.888841 4.282784 0.22 -0.17 -0.19
S -1.407811 -1.464064 4.443722 0.38 0.54 0.69
C -2.601264 -1.496322 3.113802 -0.19 0.32 -0.77
C -2.232209 -1.717975 1.820221 -0.04 0.02 1.26
C -3.179765 -2.155292 0.814298 -0.82 -0.23 -0.77
C -4.327594 -2.887687 1.203327 0.26 -0.06 -0.33
C -5.332911 -3.176420 0.284581 0.16 0.12 -0.05
C -5.201653 -2.785640 -1.051947 0.36 0.06 0.13
C -4.007630 -2.180927 -1.479311 0.06 -0.10 0.29
C -3.000091 -1.878272 -0.557665 -0.15 0.05 0.24
S -4.296581 -0.946216 3.539986 -0.30 -0.16 1.17
C -4.049636 0.321281 4.803489 0.15 0.05 -0.34
C -4.613690 0.142382 6.063169 0.16 -0.04 -0.05
C -4.437625 1.134449 7.027453 0.03 0.01 -0.19
C -3.693136 2.280878 6.729937 -0.06 -0.11 -0.23
C -3.154620 2.452215 5.448963 -0.05 -0.07 -0.01
C -3.343499 1.477019 4.470038 -0.08 -0.17 0.19
O -4.895480 -0.272625 2.410008 0.52 -0.50 0.32
O -4.968205 -2.051500 4.196335 0.06 0.47 -0.46
O -2.135873 -1.658161 5.681633 0.31 0.07 -0.74
O -0.588404 -0.285186 4.241901 -0.23 -0.58 0.09
C 0.857597 -2.747726 3.551254 -0.14 -0.14 -0.13
C 1.693355 -3.850893 3.366488 -0.14 -0.06 0.17
H 2.013591 -5.951388 3.789233 -0.22 0.32 0.10
H 0.007096 -6.128867 5.270511 0.05 0.29 -0.18
H -1.494467 -4.157685 5.579290 0.18 0.03 -0.23
H -1.181724 -1.575365 1.555969 -0.06 -0.44 -0.02
H -4.416474 -3.280547 2.217746 0.03 0.31 -0.27
H -6.219355 -3.706156 0.636429 0.22 0.15 -0.21
H -6.010399 -2.973361 -1.764449 0.35 0.01 0.24
H -3.853080 -1.953479 -2.535107 -0.09 0.01 0.31
H -2.066029 -1.396873 -0.864792 -0.43 -0.06 0.00
H -5.152549 -0.779067 6.281575 0.16 0.26 -0.06
H -4.884604 0.993429 8.011494 0.18 0.11 -0.22
H -3.537019 3.048542 7.492422 -0.06 -0.28 -0.26
H -2.580538 3.344502 5.195088 -0.18 -0.23 0.17
H -2.930997 1.589951 3.466704 -0.08 0.03 0.29
H 1.115742 -1.775967 3.132457 -0.12 -0.22 0.04
H 2.599156 -3.735285 2.768224 -0.27 -0.10 0.19
```
Positions in Å, forces in eV/Å.

Max |F| (eV Å⁻¹): 1.264
Total energy (hartree): -3307.09876
SMILES: CN(C)c1ccc(P(c2ccc(N(C)C)cc2)c2ccc(N(C)C)cc2)cc1.O=S(=O)(C(=Cc1ccccc1)S(=O)(=O)c1ccccc1)c1ccccc1
HOMO (eV): -6.94
Frontier orbital gap (eV): 6.6
2S+1: 1

Here are the Mulliken charges for atoms 1 to 4, given in e: number 1, C, carries -1.12; number 2, N, carries 0.08; number 3, C, carries -1.07; number 4, C, carries 1.78

---

2.
The following is a quantum chemistry calculation of C44H47CaGe2N4O2S4 as an isolated structure at a distorted geometry, from OMol25.

Geometry as XYZ:
```
104
Properties=species:S:1:pos:R:3:forces:R:3
Ca -0.142299 -0.352554 0.664377 -0.84 0.66 1.57
S -3.580299 2.814646 4.358177 -1.60 1.09 0.11
C -4.792099 3.678846 5.188277 -0.23 0.20 -0.64
C -5.970799 3.712046 4.484477 0.19 -0.26 -0.20
C -5.868199 3.014146 3.244877 0.27 0.04 0.19
C -4.614299 2.460246 3.022977 -0.15 0.16 0.29
C -4.132499 1.673846 1.864077 -1.40 -0.26 -1.28
C -2.835399 1.168046 1.760377 -2.41 1.21 -2.59
N -2.354199 0.443446 0.716777 -1.90 1.90 1.41
C -3.186699 0.192546 -0.294223 -1.24 1.09 1.28
C -4.519899 0.642446 -0.318723 -0.11 0.66 1.24
C -5.335999 0.338046 -1.419123 0.05 -1.22 -2.21
C -4.822799 -0.406454 -2.479323 -1.80 1.35 1.33
C -3.491499 -0.849254 -2.443023 1.10 -0.82 -0.85
C -2.914299 -1.603454 -3.479923 -0.31 0.03 -0.01
C -1.579799 -2.028754 -3.408823 -0.40 0.16 -0.22
C -0.891899 -1.651054 -2.254323 -0.91 1.56 -0.12
N -1.411399 -0.924154 -1.230823 1.31 -1.71 -2.17
C -2.683399 -0.537454 -1.333823 -0.29 -0.96 -1.79
C -0.971899 -2.823054 -4.501023 -0.23 0.04 -0.08
C -1.543099 -3.259254 -5.689223 0.31 0.04 0.29
C -0.648499 -4.007954 -6.509723 0.29 0.15 0.52
C 0.591801 -4.130454 -5.933123 -0.37 0.07 -0.45
S 0.669401 -3.349554 -4.420423 -0.02 0.14 -1.08
C -4.977299 1.388946 0.781577 0.14 0.05 0.40
H -4.582799 4.121446 6.152577 -0.01 -0.05 -0.09
H -6.864499 4.211446 4.838277 -0.01 -0.11 -0.07
H -6.696099 2.931746 2.552577 0.05 -0.03 -0.02
H -2.091299 1.324346 2.536777 -4.31 1.85 -4.32
H -6.368699 0.677246 -1.455323 0.15 0.00 0.09
H -5.461999 -0.637854 -3.328323 0.17 -0.01 0.07
H -3.525499 -1.851954 -4.342623 0.03 0.04 0.06
H 0.147001 -1.922254 -2.086823 -0.49 0.92 -0.73
H -2.566899 -3.057654 -5.977023 0.06 0.04 0.10
H -0.904799 -4.433054 -7.472423 -0.02 0.04 0.11
H 1.459001 -4.642154 -6.327723 -0.10 0.06 0.06
H -6.003999 1.743146 0.777077 0.00 -0.02 -0.06
C 2.821901 -2.022654 3.205777 0.33 0.21 0.34
C 2.384201 -3.248054 2.417077 0.70 -0.62 0.22
Ge 1.583501 -2.714254 0.723277 -0.71 1.39 -1.21
C 1.039201 -4.298454 -0.271323 0.42 -0.70 -0.25
C 0.416601 -3.900954 -1.601623 -0.07 -1.17 0.70
C 2.939001 -1.686454 -0.356523 0.23 2.35 -0.73
C 3.145501 -0.423354 -0.953723 0.96 -1.84 0.31
Ge 1.862601 1.168746 -0.935323 -0.57 -2.48 0.16
C 2.303501 2.691346 0.221077 3.78 2.56 -2.00
C 3.492201 3.506846 -0.261223 0.74 0.66 -0.64
C 0.892801 1.586946 -2.589023 -0.16 0.00 -0.35
C 1.771001 2.159246 -3.689923 0.03 0.21 -0.61
C 4.472701 -0.189254 -1.708423 0.34 -0.24 0.13
C 4.740701 1.055146 -2.333323 0.61 -1.05 0.09
C 5.928401 1.304746 -3.024523 -0.10 -0.41 0.23
C 6.902101 0.321446 -3.122323 -0.01 0.15 -0.05
C 6.688701 -0.914454 -2.527823 -0.66 0.23 0.19
C 5.502501 -1.173754 -1.833523 0.16 0.96 -0.47
H 3.274801 -2.341354 4.167977 -0.20 0.39 -0.39
H 1.947301 -1.372254 3.419477 0.95 -0.18 0.00
H 3.575801 -1.444554 2.630077 -0.43 -0.18 0.41
H 1.638201 -3.824154 3.003677 0.48 0.21 -0.53
H 3.263201 -3.895054 2.212977 -0.33 0.16 0.14
H 0.301601 -4.868154 0.331977 0.53 0.13 -0.18
H 1.930401 -4.935854 -0.451023 -0.46 -0.07 0.19
H -0.479599 -3.267454 -1.430923 0.80 -1.39 0.22
H 0.110501 -4.812454 -2.156623 0.18 0.52 0.10
H 1.150901 -3.338154 -2.216323 -0.48 -0.53 0.87
H 3.726001 -2.394454 -0.473523 1.29 -0.23 -0.36
H 2.518701 2.305846 1.239877 1.37 0.69 -1.79
H 1.409501 3.347546 0.274677 0.90 -0.21 -0.53
H 4.409901 2.884246 -0.263323 -0.34 0.46 -0.13
H 3.658701 4.358146 0.431677 0.00 -0.29 -0.40
H 3.298401 3.912146 -1.275523 0.44 0.06 0.28
H 0.096901 2.319946 -2.340223 0.32 -0.50 0.04
H 0.411701 0.656446 -2.957223 0.18 0.52 0.40
H 2.257001 3.096946 -3.350223 -0.09 -0.49 -0.35
H 1.144301 2.389646 -4.577023 0.43 0.00 0.30
H 2.536001 1.417146 -3.996123 -0.30 0.56 0.10
H 4.049301 1.867346 -2.308923 -0.60 0.22 0.21
H 6.091401 2.270046 -3.486923 -0.06 0.03 0.02
H 7.821901 0.516846 -3.658423 0.03 0.01 -0.02
H 7.448701 -1.682054 -2.603923 -0.04 -0.06 0.05
H 5.455701 -2.162454 -1.419423 -0.49 -0.16 0.33
O -2.201799 0.889246 4.396577 -0.70 -1.51 1.47
C -1.319999 1.142346 3.591377 6.06 -1.42 1.85
O -1.069999 0.434846 2.573977 3.44 -2.43 3.65
C -0.448699 2.320246 3.734877 -0.26 2.45 2.83
C -0.692999 3.135346 4.856277 0.68 0.36 0.06
C 0.060601 4.282346 5.110477 -0.19 -0.21 0.04
C 1.085701 4.650846 4.247577 0.05 -0.38 -0.49
C 1.362101 3.872446 3.124477 -0.17 1.21 1.35
C 0.601801 2.731446 2.884477 -1.69 1.32 3.32
S 0.860101 1.813446 1.640677 -3.04 -6.31 -1.69
H -1.479399 2.893846 5.560177 0.28 -0.23 -0.04
H -0.153299 4.887446 5.982277 -0.03 0.00 0.04
H 1.668801 5.540746 4.446577 0.05 0.06 0.01
H 2.162001 4.171646 2.462877 0.01 -0.14 -0.13
N -2.062999 -3.450054 1.873977 0.29 -0.79 -0.60
C -1.766999 -2.357154 2.601577 -1.78 0.34 0.29
N -2.832099 -1.672554 3.058377 0.19 -0.52 0.11
S -0.212899 -1.890754 2.910877 0.26 -1.66 1.24
H -3.008999 -3.740754 1.681177 0.12 0.17 0.01
H -1.305799 -4.009454 1.500877 -0.23 0.31 0.15
H -3.783299 -1.951154 2.873577 0.17 -0.06 -0.08
H -2.677299 -0.839554 3.612977 0.11 0.41 0.13
H 0.749101 -1.149854 -1.068723 1.35 1.10 1.33
```
Positions in Å, forces in eV/Å.

Max |F| (eV Å⁻¹): 7.203
Total energy (hartree): -8498.13204
HOMO (alpha / beta) (eV): -2.73 / -1.63
Frontier orbital gap (alpha / beta) (eV): 4.7 / 2.9
2S+1: 1
Total charge: -1

Here are the Mulliken charges for atoms 1 to 4, given in e: number 1, Ca, carries 0.33; number 2, S, carries 0.38; number 3, C, carries -0.62; number 4, C, carries -0.67